Record 1
{
  "formula": "C9H18N5O",
  "method": "ωB97M-V/def2-TZVPD",
  "charge": 1,
  "relative_energy_ev": 0.000,
  "multiplicity": 1,
  "e_tot_ev": -19113.9690,
  "e_lumo_ev": -3.13,
  "homo_ha": -0.40440,
  "homo_lumo_gap_ev": 7.878,
  "symbols": ["C", "C", "C", "C", "C", "C", "C", "C", "C", "N", "N", "N", "N", "N", "O", "H", "H", "H", "H", "H", "H", "H", "H", "H", "H", "H", "H", "H", "H", "H", "H", "H", "H"],
  "coordinates": [[2.62, -1.84, 1.45], [1.00, 0.29, -0.72], [-3.05, -0.08, 0.62], [-2.10, 1.05, 1.13], [-2.65, -0.51, -0.72], [-0.64, 0.61, 1.01], [-1.16, -0.92, -0.86], [1.71, -0.72, -1.13], [2.72, 2.07, -0.80], [2.76, -0.72, 1.57], [-0.32, 0.19, -0.27], [1.47, 1.61, -0.69], [2.46, -3.09, 1.17], [3.01, 3.34, -0.80], [2.90, -0.56, -1.75], [-3.05, -0.84, 1.41], [-4.00, 0.27, 0.56], [-2.28, 1.93, 0.61], [-2.45, 1.17, 2.06], [-3.28, -1.38, -1.01], [-2.90, 0.35, -1.45], [-0.20, 1.50, 1.37], [-0.58, -0.14, 1.86], [-0.93, -1.81, -0.36], [-1.14, -0.97, -1.91], [1.19, -1.65, -0.93], [3.64, 1.44, -0.98], [0.76, 2.28, -0.85], [2.10, -3.75, 1.93], [3.34, -3.47, 0.68], [2.49, 4.15, -0.32], [3.94, 3.55, -1.08], [3.46, -1.33, -1.68]]
}

=====

Record 2
{
  "formula": "C3H4O2Sr",
  "method": "ωB97M-V/def2-TZVPD",
  "charge": 2,
  "relative_energy_ev": 0.000,
  "multiplicity": 1,
  "e_tot_ev": -8088.1500,
  "e_lumo_ev": -9.90,
  "homo_ha": -0.59537,
  "homo_lumo_gap_ev": 6.298,
  "symbols": ["C", "C", "H", "H", "C", "O", "Sr", "H", "O", "H"],
  "coordinates": [[1.37, -1.48, 0.61], [1.72, -0.28, 0.09], [2.76, -0.04, -0.13], [0.95, 0.49, -0.04], [-0.04, -1.80, 0.32], [-0.43, -2.15, -0.80], [-2.40, -2.85, -2.11], [-0.74, -1.70, 1.16], [2.24, -2.46, 0.87], [2.67, -2.30, 1.73]]
}

=====

Record 3
{
  "formula": "O4PRb2",
  "method": "ωB97M-V/def2-TZVPD",
  "charge": -1,
  "relative_energy_ev": 4.200,
  "multiplicity": 1,
  "e_tot_ev": -18787.2370,
  "e_lumo_ev": 0.70,
  "homo_ha": -0.06454,
  "homo_lumo_gap_ev": 2.452,
  "symbols": ["Rb", "Rb", "P", "O", "O", "O", "O"],
  "coordinates": [[-2.55, -0.96, -3.05], [-0.97, -3.03, -0.15], [0.66, 0.80, 0.68], [-0.19, 0.16, 1.96], [0.00, 0.70, -0.74], [1.95, 0.05, 0.29], [1.10, 2.28, 1.01]]
}

=====

Record 4
{
  "formula": "C2H3F3N2",
  "method": "ωB97M-V/def2-TZVPD",
  "relative_energy_ev": 2.225,
  "multiplicity": 1,
  "e_tot_ev": -13253.1182,
  "e_lumo_ev": 0.09,
  "homo_ha": -0.34223,
  "homo_lumo_gap_ev": 9.398,
  "symbols": ["C", "C", "N", "N", "F", "F", "F", "H", "H", "H"],
  "coordinates": [[-1.54, 0.42, -0.04], [1.42, -0.01, 0.00], [-0.78, -0.65, 0.03], [0.54, -1.10, -0.02], [2.63, -0.40, -0.37], [1.08, 1.01, -0.84], [1.66, 0.52, 1.31], [-1.07, 1.47, -0.01], [-2.55, 0.19, 0.00], [-1.39, -1.44, -0.06]]
}

=====

Record 5
{
  "formula": "C4H5O4S",
  "method": "ωB97M-V/def2-TZVPD",
  "charge": -1,
  "relative_energy_ev": 2.619,
  "multiplicity": 1,
  "e_tot_ev": -23253.7485,
  "e_lumo_ev": 3.45,
  "homo_ha": -0.12420,
  "homo_lumo_gap_ev": 6.826,
  "symbols": ["C", "C", "C", "C", "O", "O", "O", "O", "S", "H", "H", "H", "H", "H"],
  "coordinates": [[2.13, -1.48, -0.95], [0.44, 0.30, -0.30], [-0.80, 0.23, 0.72], [0.76, -1.02, -0.80], [1.58, -1.93, 0.15], [3.18, -1.58, -1.49], [-2.48, 1.05, -1.18], [-1.42, 2.77, 0.20], [-2.17, 1.49, 0.18], [0.18, 0.94, -1.10], [1.29, 0.85, 0.28], [-1.14, -0.87, 0.92], [-0.55, 0.62, 1.66], [0.08, -1.56, -1.44]]
}

=====

Record 6
{
  "formula": "C6H12O",
  "method": "ωB97M-V/def2-TZVPD",
  "relative_energy_ev": 1.296,
  "multiplicity": 1,
  "smiles": "CCC[C@H]1C[C@H]1O",
  "e_tot_ev": -8463.0584,
  "e_lumo_ev": 0.98,
  "homo_ha": -0.35302,
  "homo_lumo_gap_ev": 10.582,
  "symbols": ["C", "C", "C", "C", "C", "C", "O", "H", "H", "H", "H", "H", "H", "H", "H", "H", "H", "H", "H"],
  "coordinates": [[1.36, -1.94, -0.43], [0.65, -1.32, 0.77], [0.63, 0.23, 0.73], [-0.76, 0.82, 0.66], [-0.95, 2.20, 0.09], [-1.44, 1.01, -0.67], [-0.75, 0.72, -1.85], [0.83, -1.70, -1.37], [2.38, -1.55, -0.54], [1.42, -3.03, -0.35], [1.15, -1.67, 1.69], [-0.37, -1.70, 0.82], [1.19, 0.57, -0.15], [1.15, 0.64, 1.61], [-1.42, 0.55, 1.49], [-0.07, 2.68, -0.33], [-1.67, 2.88, 0.54], [-2.52, 0.85, -0.72], [-0.80, -0.23, -1.99]]
}

=====

Record 7
{
  "formula": "C3H4O2",
  "method": "ωB97M-V/def2-TZVPD",
  "relative_energy_ev": 6.332,
  "multiplicity": 1,
  "e_tot_ev": -7264.3535,
  "e_lumo_ev": 0.65,
  "homo_ha": -0.34993,
  "homo_lumo_gap_ev": 10.171,
  "symbols": ["O", "C", "C", "C", "O", "H", "H", "H", "H"],
  "coordinates": [[1.19, 0.62, -0.86], [0.93, -0.15, 0.15], [-0.20, 0.37, 0.88], [-0.90, -0.22, -0.33], [-1.34, -0.42, 1.02], [1.45, -1.09, 0.31], [-0.31, 1.44, 1.01], [-0.07, 0.74, -1.09], [-0.62, -1.18, -0.78]]
}

=====

Record 8
{
  "formula": "C21H29N3O3",
  "method": "ωB97M-V/def2-TZVPD",
  "relative_energy_ev": 3.039,
  "multiplicity": 1,
  "smiles": "CCOC(=O)[C@]1(Cc2cccc(OC)c2)CCCN(Cc2cnn(C)c2)C1",
  "e_tot_ev": -32860.4476,
  "e_lumo_ev": 0.87,
  "homo_ha": -0.30870,
  "homo_lumo_gap_ev": 9.269,
  "symbols": ["C", "C", "O", "C", "O", "C", "C", "C", "C", "C", "C", "C", "O", "C", "C", "C", "C", "C", "N", "C", "C", "C", "N", "N", "C", "C", "C", "H", "H", "H", "H", "H", "H", "H", "H", "H", "H", "H", "H", "H", "H", "H", "H", "H", "H", "H", "H", "H", "H", "H", "H", "H", "H", "H", "H", "H"],
  "coordinates": [[2.74, 3.56, 0.07], [1.84, 3.39, -1.14], [1.38, 2.04, -1.27], [0.28, 1.70, -0.59], [-0.33, 2.46, 0.11], [-0.12, 0.25, -0.82], [0.10, -0.50, 0.51], [1.53, -0.45, 0.97], [1.97, 0.58, 1.80], [3.29, 0.64, 2.19], [4.21, -0.30, 1.77], [3.78, -1.34, 0.95], [4.58, -2.34, 0.47], [5.94, -2.35, 0.85], [2.45, -1.40, 0.56], [0.63, -0.38, -2.00], [0.05, -1.74, -2.36], [-1.46, -1.65, -2.56], [-2.08, -1.11, -1.37], [-3.53, -1.20, -1.39], [-4.09, -0.87, -0.04], [-3.81, -1.51, 1.18], [-4.47, -0.95, 2.17], [-5.18, 0.04, 1.63], [-6.02, 0.86, 2.45], [-4.98, 0.12, 0.30], [-1.63, 0.24, -1.14], [3.16, 4.56, 0.07], [2.15, 3.42, 0.98], [3.54, 2.83, 0.06], [0.98, 4.06, -1.08], [2.40, 3.58, -2.07], [-0.53, -0.02, 1.27], [-0.23, -1.52, 0.38], [1.26, 1.31, 2.15], [3.62, 1.44, 2.84], [5.23, -0.22, 2.09], [6.37, -3.23, 0.37], [6.05, -2.43, 1.93], [6.46, -1.45, 0.49], [2.15, -2.23, -0.07], [1.69, -0.47, -1.76], [0.54, 0.29, -2.86], [0.25, -2.46, -1.56], [0.51, -2.11, -3.27], [-1.87, -2.65, -2.75], [-1.68, -1.02, -3.45], [-3.79, -2.23, -1.65], [-3.98, -0.53, -2.15], [-3.15, -2.33, 1.36], [-5.70, 1.90, 2.40], [-5.94, 0.50, 3.47], [-7.06, 0.80, 2.12], [-5.48, 0.86, -0.30], [-2.17, 0.66, -0.29], [-1.82, 0.88, -2.02]]
}

=====

Record 9
{
  "formula": "FH3P2S2",
  "method": "ωB97M-V/def2-TZVPD",
  "relative_energy_ev": 1.345,
  "multiplicity": 1,
  "smiles": "S=PS.FP",
  "e_tot_ev": -43014.0197,
  "e_lumo_ev": -1.51,
  "homo_ha": -0.33735,
  "homo_lumo_gap_ev": 7.668,
  "symbols": ["S", "P", "S", "H", "F", "P", "H", "H"],
  "coordinates": [[-3.34, 1.32, 0.65], [-3.56, -0.07, -0.70], [-2.46, -1.75, 0.07], [-2.38, -1.32, 1.32], [-0.24, 0.57, -1.95], [0.19, 0.53, -0.36], [0.88, 1.77, -0.52], [1.61, -0.03, -0.70]]
}

=====

Record 10
{
  "formula": "C8H22INO2Sb",
  "method": "ωB97M-V/def2-TZVPD",
  "charge": -1,
  "multiplicity": 1,
  "e_tot_ev": -28874.3330,
  "e_lumo_ev": 2.76,
  "homo_ha": -0.15397,
  "homo_lumo_gap_ev": 6.953,
  "symbols": ["C", "C", "C", "I", "Sb", "O", "C", "C", "O", "C", "C", "C", "N", "H", "H", "H", "H", "H", "H", "H", "H", "H", "H", "H", "H", "H", "H", "H", "H", "H", "H", "H", "H", "H", "H"],
  "coordinates": [[3.40, -1.71, 1.09], [2.73, -0.83, 0.03], [1.31, -1.21, -0.34], [1.29, -3.19, -1.21], [0.33, 0.46, -1.57], [0.22, -0.65, -3.29], [0.53, 1.72, 0.27], [-0.61, 2.70, 0.48], [-1.02, 2.85, 1.86], [-1.72, -0.23, -1.24], [-2.06, -1.27, -0.18], [-2.15, -0.71, 1.24], [-3.26, 0.22, 1.46], [2.71, -1.91, 1.91], [4.30, -1.24, 1.50], [3.69, -2.68, 0.67], [3.34, -0.78, -0.87], [2.68, 0.19, 0.41], [0.72, -1.37, 0.56], [1.98, 0.86, -2.06], [-0.32, 1.88, -2.39], [1.10, -0.63, -3.71], [0.61, 1.07, 1.15], [1.49, 2.23, 0.17], [-0.35, 3.70, 0.13], [-1.50, 2.40, -0.09], [-0.53, 2.18, 2.36], [-2.00, -0.57, -2.24], [-2.29, 0.69, -1.06], [-1.33, -2.08, -0.19], [-3.03, -1.75, -0.41], [-1.21, -0.18, 1.46], [-2.20, -1.53, 1.96], [-3.91, 0.16, 0.68], [-2.94, 1.19, 1.46]]
}

=====

Record 11
{
  "formula": "H80O40",
  "method": "ωB97M-V/def2-TZVPD",
  "relative_energy_ev": 8.793,
  "multiplicity": 1,
  "e_tot_ev": -83197.0224,
  "e_lumo_ev": -0.44,
  "homo_ha": -0.35979,
  "homo_lumo_gap_ev": 9.346,
  "symbols": ["H", "H", "O", "H", "H", "O", "H", "H", "O", "H", "H", "O", "H", "H", "O", "H", "O", "H", "O", "H", "H", "O", "H", "H", "O", "H", "H", "O", "H", "H", "O", "H", "O", "H", "H", "O", "H", "H", "O", "H", "H", "O", "H", "H", "O", "H", "H", "O", "H", "H", "O", "H", "O", "H", "H", "O", "H", "O", "H", "H", "O", "H", "H", "O", "H", "H", "O", "H", "H", "O", "H", "H", "O", "H", "H", "O", "H", "H", "O", "H", "H", "O", "H", "H", "O", "H", "H", "O", "H", "O", "H", "H", "O", "H", "H", "H", "H", "H", "H", "O", "H", "H", "O", "H", "H", "O", "H", "H", "O", "H", "H", "O", "H", "H", "O", "H", "H", "O", "H", "H"],
  "coordinates": [[-4.96, -0.89, -1.78], [-6.15, 0.11, -1.69], [-5.77, -0.60, -2.23], [3.38, -3.49, -2.41], [4.16, -2.63, -1.32], [3.99, -3.55, -1.70], [-2.00, 3.53, 1.39], [-1.50, 5.05, 1.64], [-1.84, 4.23, 1.97], [1.12, -1.61, -3.44], [1.84, -1.49, -2.08], [2.01, -1.57, -3.04], [-3.06, -0.78, 4.43], [-3.33, -1.81, 5.51], [-3.19, -0.86, 5.38], [-3.83, -2.30, 2.13], [-3.24, -2.82, 2.68], [1.99, 1.99, -1.25], [1.94, 2.43, -0.36], [-0.74, 3.18, -1.05], [-1.86, 2.54, -2.07], [-1.40, 2.52, -1.24], [2.25, 1.02, 5.48], [3.10, 0.17, 4.74], [2.34, 0.04, 5.39], [-1.81, -3.55, -2.14], [-1.64, -2.15, -1.77], [-1.30, -2.80, -2.42], [-4.60, 2.03, -2.06], [-3.76, 0.68, -2.41], [-3.77, 1.64, -2.38], [-3.67, 1.50, 0.24], [-4.65, 1.31, 0.03], [4.37, 2.43, 4.05], [4.55, 2.00, 2.52], [4.45, 1.65, 3.47], [-1.30, 0.90, 3.73], [-0.45, -0.27, 3.24], [-0.88, 0.52, 2.99], [-0.76, -0.43, -0.01], [0.62, -1.15, 0.54], [0.20, -0.39, 0.11], [2.78, -1.93, 2.70], [3.39, -2.75, 3.76], [2.58, -2.46, 3.47], [4.50, 1.43, -0.40], [5.77, 1.75, 0.26], [4.83, 1.71, 0.51], [-3.23, -1.26, -4.35], [-2.10, -1.39, -3.49], [-3.13, -1.12, -3.41], [-4.55, 2.24, 4.37], [-3.76, 1.72, 4.24], [-0.12, 1.04, -2.79], [0.41, 1.72, -4.11], [0.26, 0.90, -3.64], [4.85, -1.14, 2.63], [4.61, -0.71, 1.86], [4.02, 1.21, -3.18], [3.91, 2.31, -1.95], [3.66, 1.47, -2.32], [2.95, -3.60, 0.69], [3.07, -5.09, 0.33], [2.48, -4.33, 0.25], [-0.38, -4.34, 0.02], [-0.83, -4.46, -1.44], [-1.03, -4.84, -0.52], [-1.53, -3.10, -6.09], [-1.04, -3.82, -5.03], [-0.75, -3.04, -5.53], [-0.06, -2.61, 3.10], [1.00, -1.85, 2.25], [0.01, -2.06, 2.29], [-0.62, -0.78, -5.90], [-0.61, 0.81, -5.95], [-0.42, 0.00, -6.47], [-1.27, 0.94, 1.74], [-1.58, 1.68, 0.25], [-1.85, 1.68, 1.18], [-2.23, -1.94, 0.52], [-3.44, -2.65, -0.18], [-2.63, -2.12, -0.37], [-1.88, -4.50, 1.11], [-2.82, -5.71, 0.82], [-2.69, -4.93, 1.39], [0.03, 2.96, 1.18], [-0.17, 2.86, 2.59], [0.57, 2.80, 1.96], [3.15, 4.89, -1.87], [2.62, 4.10, -2.16], [0.83, 5.16, -2.10], [0.25, 6.46, -1.55], [-0.02, 5.58, -1.85], [-4.00, 0.80, 4.49], [-3.30, -3.79, 2.47], [4.33, 0.17, 2.08], [1.65, 1.83, 0.31], [-5.04, 1.38, 0.87], [2.28, 4.08, -1.20], [-2.57, 6.33, 0.58], [-3.20, 5.91, 1.17], [-2.39, 5.66, -0.10], [1.04, -5.27, -2.09], [0.83, -5.40, -1.16], [1.79, -4.72, -2.35], [-5.54, -1.53, 1.21], [-6.36, -1.98, 1.43], [-6.03, -0.87, 0.65], [1.83, 0.25, 2.25], [1.07, 0.80, 2.12], [2.71, 0.60, 2.43], [4.91, -0.80, -3.32], [3.97, -0.90, -3.37], [5.28, -1.27, -2.56], [2.24, 5.81, 1.44], [1.46, 5.69, 0.87], [2.46, 4.93, 1.72], [3.96, -1.26, -0.81], [3.35, -0.53, -0.73], [4.61, -1.16, -0.08]]
}

=====

Record 12
{
  "formula": "C15H22N2O4S",
  "method": "ωB97M-V/def2-TZVPD",
  "relative_energy_ev": 1.850,
  "multiplicity": 1,
  "smiles": "CCN(CC(=O)N1CCOCC1)S(=O)(=O)c1ccc(C)cc1",
  "e_tot_ev": -37917.1840,
  "e_lumo_ev": 0.78,
  "homo_ha": -0.33441,
  "homo_lumo_gap_ev": 9.879,
  "symbols": ["C", "C", "N", "C", "C", "O", "N", "C", "C", "O", "C", "C", "S", "O", "O", "C", "C", "C", "C", "C", "C", "C", "H", "H", "H", "H", "H", "H", "H", "H", "H", "H", "H", "H", "H", "H", "H", "H", "H", "H", "H", "H", "H", "H"],
  "coordinates": [[3.60, 2.90, 1.49], [2.74, 1.74, 2.00], [1.69, 1.36, 1.08], [0.62, 2.30, 0.81], [-0.71, 1.56, 0.92], [-1.06, 1.12, 2.00], [-1.49, 1.42, -0.17], [-1.23, 1.81, -1.54], [-1.47, 0.61, -2.47], [-2.74, 0.04, -2.31], [-2.93, -0.38, -0.98], [-2.80, 0.80, -0.02], [2.13, 0.41, -0.22], [1.79, 1.07, -1.45], [3.49, -0.02, -0.05], [1.08, -1.03, -0.08], [0.89, -1.81, -1.21], [0.09, -2.93, -1.14], [-0.52, -3.29, 0.06], [-1.39, -4.51, 0.12], [-0.30, -2.51, 1.19], [0.51, -1.39, 1.13], [4.05, 2.61, 0.54], [4.38, 3.12, 2.21], [3.00, 3.79, 1.33], [3.36, 0.86, 2.13], [2.27, 2.00, 2.95], [0.77, 2.79, -0.15], [0.62, 3.05, 1.60], [-0.20, 2.12, -1.68], [-1.92, 2.63, -1.81], [-1.41, 0.94, -3.51], [-0.69, -0.13, -2.28], [-3.93, -0.81, -0.93], [-2.19, -1.15, -0.72], [-2.90, 0.47, 1.02], [-3.57, 1.54, -0.25], [1.37, -1.51, -2.13], [-0.07, -3.54, -2.02], [-1.96, -4.54, 1.05], [-0.78, -5.41, 0.08], [-2.08, -4.53, -0.72], [-0.76, -2.78, 2.13], [0.67, -0.78, 2.00]]
}